{
  "formula": "C35H47BI2LuN10OS3",
  "method": "ωB97M-V with the def2-TZVPD basis set",
  "elements": ["Lu", "C", "C", "C", "C", "N", "C", "C", "N", "B", "N", "C", "C", "N", "C", "S", "C", "C", "C", "C", "N", "C", "C", "N", "C", "S", "C", "C", "C", "C", "C", "S", "H", "H", "H", "H", "H", "H", "H", "H", "H", "H", "H", "H", "H", "H", "H", "H", "H", "H", "H", "H", "H", "H", "H", "H", "H", "H", "H", "H", "H", "H", "H", "H", "H", "H", "I", "C", "I", "H", "H", "N", "C", "C", "C", "C", "C", "C", "C", "C", "C", "H", "H", "H", "H", "C", "N", "C", "C", "O", "N", "C", "N", "H", "H", "H", "H", "H", "H", "H"],
  "positions_angstrom": [[0.544, -0.107, 0.291], [-0.380, -3.027, 3.814], [-0.444, -4.304, 2.978], [0.371, -5.380, 3.690], [-1.885, -4.776, 2.802], [0.132, -4.106, 1.601], [1.033, -4.973, 1.010], [1.113, -4.640, -0.291], [0.262, -3.581, -0.521], [-0.094, -3.249, -2.005], [0.938, -2.410, -2.828], [0.754, -2.380, -4.192], [1.660, -1.536, -4.720], [2.415, -1.041, -3.674], [1.955, -1.592, -2.528], [2.580, -1.344, -0.929], [3.525, -0.039, -3.835], [3.164, 1.235, -3.079], [3.661, 0.292, -5.317], [4.834, -0.653, -3.348], [-1.500, -2.636, -2.178], [-2.580, -3.465, -2.383], [-3.664, -2.695, -2.589], [-3.250, -1.378, -2.512], [-1.919, -1.361, -2.246], [-0.942, 0.057, -2.053], [-4.151, -0.211, -2.793], [-3.658, 0.510, -4.044], [-4.188, 0.701, -1.574], [-5.562, -0.729, -3.056], [-0.315, -3.249, 0.653], [-1.417, -1.934, 0.904], [-0.586, -3.303, 4.849], [-1.108, -2.287, 3.501], [0.610, -2.577, 3.757], [-0.013, -5.469, 4.705], [1.427, -5.114, 3.749], [0.275, -6.359, 3.222], [-2.340, -4.945, 3.778], [-1.920, -5.709, 2.239], [-2.474, -4.023, 2.280], [1.535, -5.746, 1.554], [1.692, -5.077, -1.083], [-0.141, -4.321, -2.554], [-0.011, -2.964, -4.669], [1.829, -1.258, -5.740], [2.194, 1.614, -3.403], [3.918, 1.993, -3.295], [3.122, 1.078, -2.004], [2.762, 0.758, -5.718], [3.916, -0.582, -5.916], [4.475, 1.008, -5.419], [4.804, -0.892, -2.289], [5.635, 0.068, -3.516], [5.069, -1.557, -3.910], [-2.476, -4.533, -2.371], [-4.678, -2.973, -2.788], [-2.655, 0.905, -3.917], [-4.330, 1.340, -4.262], [-3.666, -0.167, -4.899], [-3.239, 1.198, -1.415], [-4.429, 0.129, -0.676], [-4.964, 1.452, -1.721], [-5.617, -1.363, -3.941], [-6.197, 0.137, -3.234], [-5.973, -1.269, -2.202], [-2.385, 2.869, 0.890], [-2.661, 1.801, 2.674], [-0.840, 0.971, 3.371], [-3.341, 0.976, 2.499], [-3.028, 2.462, 3.450], [4.581, 9.116, -1.891], [4.074, 8.105, -1.696], [3.430, 6.840, -1.442], [2.053, 6.792, -1.238], [1.439, 5.582, -0.978], [2.187, 4.404, -0.914], [3.567, 4.466, -1.133], [4.187, 5.674, -1.395], [1.567, 3.146, -0.607], [1.051, 2.079, -0.316], [1.473, 7.703, -1.286], [0.370, 5.542, -0.820], [4.147, 3.552, -1.108], [5.254, 5.720, -1.566], [4.832, 1.638, 4.337], [3.885, 0.960, 3.477], [3.555, -0.464, 3.513], [2.475, -0.509, 2.452], [1.800, -1.459, 2.049], [2.285, 0.707, 1.928], [3.119, 1.553, 2.550], [3.146, 2.838, 2.245], [5.224, 0.921, 5.053], [4.351, 2.444, 4.892], [5.672, 2.035, 3.764], [3.180, -0.783, 4.486], [4.403, -1.090, 3.229], [2.557, 3.123, 1.465], [3.799, 3.481, 2.656]],
  "forces_ev_per_angstrom": [[0.3, -0.3, 0.0], [0.1, 0.0, 0.1], [0.1, 0.0, -0.2], [0.0, 0.0, 0.0], [-0.1, 0.0, 0.0], [-0.1, 0.0, 0.2], [0.0, 0.1, -0.1], [0.0, -0.1, 0.1], [0.0, 0.0, -0.1], [0.1, 0.0, -0.1], [0.0, -0.2, 0.0], [0.1, 0.1, -0.1], [-0.1, 0.0, 0.0], [0.1, 0.0, 0.0], [0.0, 0.2, 0.3], [-0.2, 0.1, 0.0], [-0.2, -0.2, 0.0], [0.0, 0.0, 0.0], [0.1, 0.1, 0.0], [0.1, 0.1, 0.0], [0.1, -0.1, 0.0], [-0.1, 0.0, 0.0], [0.1, -0.1, 0.0], [0.0, 0.1, -0.1], [0.0, 0.3, 0.0], [0.3, -0.1, 0.3], [0.1, -0.2, 0.1], [0.0, 0.0, 0.0], [-0.1, 0.0, 0.0], [-0.1, 0.0, 0.0], [-0.2, 0.1, 0.0], [0.1, 0.1, -0.2], [0.0, 0.0, 0.0], [0.0, 0.0, 0.0], [0.0, -0.1, 0.0], [0.0, 0.0, 0.0], [0.0, 0.0, 0.0], [0.0, 0.0, 0.0], [0.0, 0.0, 0.0], [0.0, 0.0, 0.0], [0.0, 0.0, 0.0], [0.0, 0.0, 0.0], [0.0, 0.0, 0.0], [0.0, 0.0, 0.0], [0.0, 0.0, 0.0], [0.0, 0.0, 0.0], [0.0, 0.0, 0.0], [0.0, 0.0, 0.0], [0.0, 0.0, 0.0], [0.0, 0.0, 0.0], [0.0, 0.0, 0.0], [0.0, 0.0, 0.0], [0.0, 0.0, 0.0], [0.0, 0.0, 0.0], [0.0, 0.0, 0.0], [0.0, -0.1, 0.0], [0.0, 0.0, 0.0], [0.0, 0.0, 0.0], [0.0, 0.0, 0.0], [0.0, 0.0, 0.0], [0.0, 0.0, -0.1], [0.0, 0.0, 0.0], [0.0, 0.1, 0.0], [0.0, 0.0, 0.0], [0.0, 0.0, 0.0], [0.0, 0.0, 0.0], [0.0, 0.2, -0.1], [-0.1, -0.1, 0.1], [0.2, 0.0, 0.1], [0.0, 0.0, 0.0], [0.0, 0.0, 0.0], [0.1, 0.1, 0.0], [-0.1, -0.2, 0.0], [0.1, 0.2, 0.0], [0.0, 0.0, 0.0], [-0.1, 0.0, 0.0], [0.0, -0.1, 0.0], [0.0, 0.0, 0.0], [0.0, 0.0, 0.0], [-0.1, 0.1, 0.0], [-0.1, 0.1, -0.1], [0.0, 0.0, 0.0], [0.0, 0.0, 0.0], [0.0, 0.0, 0.0], [0.0, 0.0, 0.0], [0.1, -0.1, 0.0], [-0.2, 0.0, 0.0], [0.1, 0.1, 0.0], [-0.2, -0.1, -0.2], [0.0, -0.1, 0.2], [-0.2, 0.0, -0.1], [0.1, 0.1, -0.1], [0.0, -0.1, 0.0], [0.0, 0.0, 0.0], [0.0, 0.0, 0.0], [0.0, 0.0, 0.0], [0.0, 0.0, 0.0], [0.0, 0.0, 0.0], [0.0, 0.0, 0.0], [0.0, 0.0, 0.0]],
  "lowdin_charge": [1.04, -0.07, -0.53, -0.05, -0.03, 0.01, -0.02, -0.05, 0.04, -0.57, 0.03, -0.04, -0.02, 0.02, -0.66, 0.64, -0.54, -0.05, -0.05, -0.04, 0.02, -0.04, -0.03, 0.02, -0.66, 0.61, -0.54, -0.03, -0.08, -0.05, -0.66, 0.59, 0.09, 0.00, 0.07, 0.09, 0.09, 0.09, 0.10, 0.09, 0.05, 0.12, 0.13, 0.13, 0.13, 0.12, 0.10, 0.09, 0.03, 0.09, 0.09, 0.10, 0.03, 0.09, 0.09, 0.13, 0.11, 0.04, 0.09, 0.09, -0.04, 0.09, 0.09, 0.09, 0.10, 0.09, 0.84, -1.15, 0.83, -0.03, -0.03, 0.16, -0.18, -0.23, -0.02, -0.02, -0.26, -0.04, -0.02, -0.19, -0.22, 0.12, 0.12, 0.11, 0.12, -0.01, -0.08, 0.00, -0.54, -0.11, 0.04, -0.39, 0.26, 0.10, 0.10, 0.10, 0.15, 0.15, 0.08, 0.12],
  "gap_ev": 7.7231,
  "spin_multiplicity": 1,
  "energy_ev": -137013.0743,
  "e_lumo_ev": -2.445,
  "max_force_ha_per_bohr": 0.008,
  "e_above_lowest_kcal_mol": 0.0,
  "total_charge": 1
}